1.
Here is C28H32MnN4 as an isolated structure from the OMol25 dataset. Energies are from wB97M-V/def2-TZVPD.

Summary:
HOMO level (alpha / beta) (eV): -6.55 / -6.87
Frontier orbital gap (alpha / beta) (Eh): 0.2640 / 0.2721
Multiplicity: 6
<S²>: 8.76
M (g mol⁻¹): 479.53

Structure (XYZ):
```
65
Properties=species:S:1:pos:R:3:lowdin_charge:R:1
Mn 0.019 0.411 -0.585 0.92
C 2.135 2.018 2.349 -0.19
C 1.494 0.624 2.466 -0.18
C 2.117 -0.469 1.564 -0.22
N 1.207 -0.909 0.511 -0.05
C 1.184 -2.161 0.128 -0.25
C 2.200 -3.079 0.474 -0.04
C 2.227 -4.464 0.453 -0.10
C 1.237 -5.373 0.141 -0.13
C -0.037 -5.043 -0.314 -0.09
C -0.549 -3.812 -0.678 -0.02
C 0.028 -2.527 -0.726 -0.25
N -0.495 -1.515 -1.367 -0.06
C -1.722 -1.623 -2.141 -0.22
C -2.988 -1.537 -1.275 -0.17
C -2.797 -0.877 0.078 -0.22
N -2.093 0.402 -0.046 0.00
C -2.279 1.310 0.878 -0.24
C -3.038 1.106 2.080 -0.04
C -3.770 1.976 2.831 -0.09
C -3.898 3.371 2.661 -0.12
C -3.051 4.110 1.873 -0.11
C -1.934 3.758 1.119 -0.04
C -1.435 2.512 0.743 -0.26
N -0.213 2.316 0.255 -0.07
C 0.812 3.314 0.488 -0.25
C 2.137 2.692 0.948 -0.20
H 3.194 1.955 2.634 0.11
H 1.666 2.708 3.066 0.11
H 0.425 0.664 2.295 0.09
H 1.650 0.297 3.496 0.10
H 2.400 -1.308 2.195 0.10
H 3.030 -0.058 1.110 0.11
H 3.105 -2.621 0.841 0.09
H 3.174 -4.873 0.790 0.10
H 1.438 -6.437 0.292 0.10
H -0.746 -5.858 -0.397 0.10
H -1.576 -3.855 -1.020 0.09
H -1.720 -2.518 -2.767 0.11
H -1.703 -0.759 -2.823 0.09
H -3.403 -2.531 -1.072 0.10
H -3.730 -0.989 -1.849 0.11
H -2.214 -1.511 0.744 0.12
H -3.776 -0.728 0.529 0.11
H -3.127 0.069 2.375 0.10
H -4.341 1.534 3.635 0.10
H -4.664 3.879 3.235 0.09
H -3.252 5.183 1.860 0.10
H -1.366 4.606 0.769 0.09
H 0.488 4.004 1.280 0.11
H 1.007 3.908 -0.412 0.11
H 2.836 3.539 1.002 0.11
H 2.491 1.997 0.183 0.06
C 3.047 0.256 -2.355 -0.08
C 2.630 -0.896 -3.021 -0.07
C 1.423 -0.891 -3.703 -0.09
C 0.646 0.251 -3.754 -0.12
C 1.053 1.397 -3.076 -0.13
C 2.263 1.409 -2.404 -0.12
H 4.009 0.276 -1.866 0.11
H 3.239 -1.786 -3.020 0.11
H 1.088 -1.765 -4.261 0.12
H -0.275 0.297 -4.340 0.11
H 0.473 2.305 -3.163 0.11
H 2.619 2.321 -1.939 0.10
```

2.
Here is a 6-piece molecular cluster, C14H43N3O6 overall in a non-equilibrium geometry from the OMol25 dataset. Energies are from wB97M-V/def2-TZVPD.

Summary:
HOMO level (eV): -6.55
Energy above the lowest of the compared OMol25 structures with the same formula, charge and spin (kcal/mol): 82.4
Frontier orbital gap (Eh): 0.2425
M (g mol⁻¹): 349.51

Structure (XYZ):
```
66
Properties=species:S:1:pos:R:3:lowdin_charge:R:1
O -1.224 -0.148 -0.792 0.18
H -0.984 0.617 -1.319 0.04
H -1.767 0.077 -0.033 0.06
H -1.731 -0.760 -1.331 0.06
C -0.695 -3.744 -1.910 -0.12
C -2.050 -3.363 -2.448 -0.48
O -2.645 -2.215 -1.889 -0.38
H -0.294 -4.578 -2.485 0.07
H -0.678 -3.944 -0.838 0.05
H -0.015 -2.913 -2.097 0.05
H -2.754 -4.184 -2.313 0.09
H -1.801 -3.175 -3.493 0.08
C 4.184 -1.195 3.182 -0.08
C 3.209 -0.119 2.789 -0.46
C 1.774 -0.552 3.200 -0.14
O 1.370 -1.797 2.540 -0.18
C 1.307 -1.844 1.127 -0.11
N 3.592 1.156 3.393 0.04
H 4.168 -1.458 4.240 0.08
H 5.217 -0.909 2.984 0.07
H 4.093 -2.163 2.689 0.08
H 3.372 -0.010 1.717 0.12
H 1.052 0.243 3.014 0.10
H 1.761 -0.698 4.280 0.13
H 2.256 -2.046 0.630 0.08
H 0.953 -0.863 0.811 0.06
H 0.581 -2.588 0.798 0.09
H 4.234 1.571 2.733 0.07
H 2.790 1.758 3.273 0.05
C -2.554 -0.184 2.570 -0.03
C -2.895 1.080 1.778 -0.41
C -1.658 2.034 1.699 -0.16
O -0.431 1.400 1.253 -0.22
C 0.638 2.328 0.890 -0.06
N -3.414 0.773 0.455 0.05
H -1.744 -0.729 2.086 0.08
H -3.459 -0.735 2.825 0.09
H -2.105 0.077 3.529 0.09
H -3.707 1.613 2.273 0.13
H -1.661 2.620 2.619 0.12
H -1.947 2.753 0.932 0.11
H 1.477 1.802 0.436 0.09
H 0.952 2.921 1.749 0.09
H 0.247 2.992 0.119 0.06
H -3.862 -0.131 0.505 0.09
H -4.179 1.408 0.277 0.10
C -0.148 3.304 -4.109 -0.05
C -0.255 1.955 -3.347 -0.40
C 1.138 1.373 -3.156 -0.17
O 0.991 0.199 -2.368 -0.20
C 2.154 -0.397 -1.991 -0.13
N -1.038 2.084 -2.167 0.06
H 0.102 3.249 -5.169 0.08
H 0.634 3.941 -3.695 0.07
H -1.053 3.902 -3.997 0.07
H -0.799 1.210 -3.928 0.15
H 1.756 2.085 -2.608 0.13
H 1.600 1.101 -4.105 0.14
H 2.864 0.258 -1.487 0.09
H 2.552 -0.926 -2.857 0.10
H 1.846 -1.159 -1.275 0.06
H -0.575 2.649 -1.469 0.07
H -1.906 2.585 -2.293 0.11
O -2.938 -3.561 0.669 -0.07
H -3.458 -2.819 0.977 0.00
H -2.441 -3.214 -0.072 -0.04
```

3.
Here is C34H28NOPPdSSe as an isolated structure from the OMol25 dataset. Energies are from wB97M-V/def2-TZVPD.

Summary:
HOMO level (eV): -6.99
Energy above the lowest of the compared OMol25 structures with the same formula, charge and spin (kcal/mol): 1.3
Frontier orbital gap (Eh): 0.2553
M (g mol⁻¹): 715.03

Structure (XYZ):
```
68
Properties=species:S:1:pos:R:3:lowdin_charge:R:1
Pd 2.372 0.011 1.106 0.38
C 3.343 -1.283 -1.895 -0.03
C 2.902 0.147 -1.952 -0.32
C 2.751 0.793 -3.207 -0.03
C 2.445 2.119 -3.259 0.01
C 2.361 2.869 -2.062 -0.17
C 2.141 4.264 -2.031 -0.05
C 2.173 4.919 -0.829 -0.08
C 2.433 4.228 0.369 -0.11
C 2.625 2.864 0.381 -0.59
S 3.047 1.997 1.851 0.60
C 2.547 2.171 -0.857 -0.23
N 2.720 0.811 -0.832 0.03
H 2.881 -1.881 -2.680 0.08
H 3.115 -1.730 -0.931 0.05
H 4.424 -1.312 -2.050 0.10
H 2.878 0.210 -4.110 0.12
H 2.295 2.618 -4.209 0.12
H 1.968 4.795 -2.959 0.11
H 2.018 5.990 -0.794 0.10
H 2.499 4.776 1.301 0.10
O 1.062 -1.604 0.229 -0.41
P -0.340 -1.358 -0.252 0.82
C -0.643 -2.117 -1.866 -0.24
C 0.053 -1.656 -2.984 -0.10
C -0.125 -2.252 -4.220 -0.07
C -1.002 -3.321 -4.354 -0.07
C -1.704 -3.782 -3.252 -0.07
C -1.530 -3.181 -2.012 -0.06
C -1.562 -2.074 0.854 -0.30
C -2.861 -1.580 0.923 -0.07
C -3.789 -2.194 1.749 -0.08
C -3.419 -3.298 2.506 -0.09
C -2.122 -3.789 2.442 -0.08
C -1.191 -3.178 1.615 -0.08
C -0.713 0.396 -0.389 -0.28
C -0.611 1.129 0.797 -0.08
C -0.753 2.506 0.778 -0.06
C -1.005 3.160 -0.422 -0.07
C -1.138 2.434 -1.596 -0.07
C -0.995 1.053 -1.583 -0.07
H 0.730 -0.817 -2.887 0.08
H 0.418 -1.883 -5.081 0.11
H -1.141 -3.790 -5.320 0.11
H -2.390 -4.613 -3.352 0.11
H -2.086 -3.548 -1.160 0.10
H -3.142 -0.707 0.345 0.11
H -4.797 -1.805 1.812 0.11
H -4.144 -3.774 3.155 0.11
H -1.833 -4.640 3.044 0.11
H -0.166 -3.528 1.576 0.12
H -0.418 0.626 1.737 0.08
H -0.656 3.061 1.701 0.11
H -1.101 4.238 -0.440 0.11
H -1.345 2.943 -2.529 0.11
H -1.099 0.497 -2.507 0.10
Se 2.299 -0.716 3.396 0.59
C 0.538 -0.128 3.911 -0.66
C 0.245 1.222 4.099 -0.16
C -1.047 1.623 4.405 -0.10
C -2.063 0.684 4.545 -0.09
C -1.771 -0.663 4.393 -0.09
C -0.477 -1.063 4.082 -0.15
H 1.030 1.957 3.977 0.07
H -1.263 2.676 4.540 0.10
H -3.071 1.001 4.780 0.10
H -2.550 -1.410 4.507 0.09
H -0.248 -2.111 3.961 0.08
```

4.
Here is an isolated ion of composition C3H5N4O3PS and charge -2 in a non-equilibrium geometry from the OMol25 dataset. Energies are from wB97M-V/def2-TZVPD.

Summary:
Charge: -2
HOMO level (eV): -0.60
Energy above the lowest of the compared OMol25 structures with the same formula, charge and spin (kcal/mol): 5.9
Frontier orbital gap (Eh): 0.2316
M (g mol⁻¹): 208.14
SMILES: CO[P@@](=O)([O-])Cn1nnnc1[S-]

Structure (XYZ):
```
17
Properties=species:S:1:pos:R:3:lowdin_charge:R:1
C 1.364 -0.717 1.236 -0.20
O 2.236 -0.177 0.243 -0.32
P 1.672 1.276 -0.375 0.38
O 1.355 2.133 0.823 -0.40
O 2.607 1.633 -1.486 -0.42
C -0.199 0.490 -1.393 -0.14
N -1.327 0.158 -0.581 -0.19
N -2.183 1.084 0.048 -0.02
N -2.984 0.398 0.742 -0.16
N -2.719 -0.919 0.772 -0.06
C -1.690 -1.073 -0.079 -0.99
S -1.064 -2.575 -0.507 0.34
H 0.875 -1.566 0.849 -0.03
H 0.585 -0.173 1.694 0.06
H 2.090 -1.098 1.996 0.08
H -0.596 1.394 -1.923 0.07
H -0.019 -0.268 -2.058 0.01
```

What did the third record say?
Here is C34H28NOPPdSSe as an isolated structure from the OMol25 dataset. Energies are from wB97M-V/def2-TZVPD.

Summary:
HOMO level (eV): -6.99
Energy above the lowest of the compared OMol25 structures with the same formula, charge and spin (kcal/mol): 1.3
Frontier orbital gap (Eh): 0.2553
M (g mol⁻¹): 715.03

Structure (XYZ):
```
68
Properties=species:S:1:pos:R:3:lowdin_charge:R:1
Pd 2.372 0.011 1.106 0.38
C 3.343 -1.283 -1.895 -0.03
C 2.902 0.147 -1.952 -0.32
C 2.751 0.793 -3.207 -0.03
C 2.445 2.119 -3.259 0.01
C 2.361 2.869 -2.062 -0.17
C 2.141 4.264 -2.031 -0.05
C 2.173 4.919 -0.829 -0.08
C 2.433 4.228 0.369 -0.11
C 2.625 2.864 0.381 -0.59
S 3.047 1.997 1.851 0.60
C 2.547 2.171 -0.857 -0.23
N 2.720 0.811 -0.832 0.03
H 2.881 -1.881 -2.680 0.08
H 3.115 -1.730 -0.931 0.05
H 4.424 -1.312 -2.050 0.10
H 2.878 0.210 -4.110 0.12
H 2.295 2.618 -4.209 0.12
H 1.968 4.795 -2.959 0.11
H 2.018 5.990 -0.794 0.10
H 2.499 4.776 1.301 0.10
O 1.062 -1.604 0.229 -0.41
P -0.340 -1.358 -0.252 0.82
C -0.643 -2.117 -1.866 -0.24
C 0.053 -1.656 -2.984 -0.10
C -0.125 -2.252 -4.220 -0.07
C -1.002 -3.321 -4.354 -0.07
C -1.704 -3.782 -3.252 -0.07
C -1.530 -3.181 -2.012 -0.06
C -1.562 -2.074 0.854 -0.30
C -2.861 -1.580 0.923 -0.07
C -3.789 -2.194 1.749 -0.08
C -3.419 -3.298 2.506 -0.09
C -2.122 -3.789 2.442 -0.08
C -1.191 -3.178 1.615 -0.08
C -0.713 0.396 -0.389 -0.28
C -0.611 1.129 0.797 -0.08
C -0.753 2.506 0.778 -0.06
C -1.005 3.160 -0.422 -0.07
C -1.138 2.434 -1.596 -0.07
C -0.995 1.053 -1.583 -0.07
H 0.730 -0.817 -2.887 0.08
H 0.418 -1.883 -5.081 0.11
H -1.141 -3.790 -5.320 0.11
H -2.390 -4.613 -3.352 0.11
H -2.086 -3.548 -1.160 0.10
H -3.142 -0.707 0.345 0.11
H -4.797 -1.805 1.812 0.11
H -4.144 -3.774 3.155 0.11
H -1.833 -4.640 3.044 0.11
H -0.166 -3.528 1.576 0.12
H -0.418 0.626 1.737 0.08
H -0.656 3.061 1.701 0.11
H -1.101 4.238 -0.440 0.11
H -1.345 2.943 -2.529 0.11
H -1.099 0.497 -2.507 0.10
Se 2.299 -0.716 3.396 0.59
C 0.538 -0.128 3.911 -0.66
C 0.245 1.222 4.099 -0.16
C -1.047 1.623 4.405 -0.10
C -2.063 0.684 4.545 -0.09
C -1.771 -0.663 4.393 -0.09
C -0.477 -1.063 4.082 -0.15
H 1.030 1.957 3.977 0.07
H -1.263 2.676 4.540 0.10
H -3.071 1.001 4.780 0.10
H -2.550 -1.410 4.507 0.09
H -0.248 -2.111 3.961 0.08
```